Molecular formula: C4H5ClS
Method: DFT, the ωB97M-V functional and the def2-TZVPD basis

Properties
- ΔE to the lowest compared entry with this formula, charge and spin: 104.73 kcal per mole
- E_HOMO (spin up / spin down): -8.3 / -8.3 eV
- DFT total energy: -1013.6129 hartree

Last column: Mulliken charge in e.
Cartesian coordinates (Å):
Cl1 -3.659 1.422 -0.038  -0.08
S1 -1.886 0.445 -2.178  -0.24
C1 -2.327 0.647 -0.627  0.13
C2 -0.488 -0.017 0.840  -0.33
C3 1.900 -0.564 0.179  -1.00
C4 0.447 -0.118 -0.023  0.41
H1 1.921 -0.838 1.230  0.30
H2 2.303 -1.285 -0.478  0.32
H3 2.562 0.355 0.179  0.26
H4 0.062 -0.081 -1.025  -0.05
H5 -0.834 0.036 1.941  0.29

Molecular formula: C16H23N3O4S
Method: DFT, the ωB97M-V functional and the def2-TZVPD basis

Properties
- ΔE to the lowest compared entry with this formula, charge and spin: 1.50 kcal per mole
- E_HOMO: -8.9 eV
- DFT total energy: -1486.9437 hartree

Last column: Mulliken charge in e.
Cartesian coordinates (Å):
S1 -3.581 0.038 0.929  1.19
O1 6.470 0.248 -0.748  -0.41
O2 -4.384 -1.141 1.077  -0.74
O3 6.468 2.316 0.083  -0.55
O4 -3.628 1.040 1.952  -0.73
N1 -4.036 0.763 -0.496  0.15
N2 2.053 -1.398 0.172  0.25
N3 1.631 0.547 1.184  -0.80
C1 0.686 -1.287 0.238  0.96
C2 2.557 -0.260 0.752  0.40
C3 -0.346 -2.113 -0.183  -1.24
C4 2.771 -2.508 -0.401  -0.87
C5 -3.526 2.092 -0.741  -0.73
C6 -1.875 -0.470 0.702  0.19
C7 3.190 -2.238 -1.845  -0.87
C8 -2.250 2.151 -1.582  -0.84
C9 -4.322 -0.111 -1.608  -0.21
C10 -0.868 0.363 1.131  -0.71
C11 -5.434 0.435 -2.498  -1.48
C12 4.367 1.151 -0.181  -0.36
C13 -1.635 -1.682 0.059  -0.76
C14 4.009 0.052 0.836  -0.98
C15 0.438 -0.051 0.891  0.67
C16 5.862 1.338 -0.252  0.34
H1 -3.346 2.514 0.248  0.37
H2 3.638 -3.132 -2.270  0.39
H3 -0.161 -3.055 -0.678  0.33
H4 7.430 0.383 -0.780  0.32
H5 3.651 -2.722 0.212  0.37
H6 -4.648 -1.049 -1.156  0.37
H7 3.896 2.088 0.109  0.30
H8 2.115 -3.380 -0.362  0.41
H9 -2.484 -2.283 -0.223  0.50
H10 -2.437 1.812 -2.599  0.30
H11 2.325 -1.963 -2.443  0.29
H12 -3.421 -0.305 -2.209  0.32
H13 -5.112 1.327 -3.028  0.32
H14 4.608 -0.837 0.640  0.32
H15 3.919 -1.433 -1.891  0.18
H16 -6.302 0.681 -1.892  0.34
H17 -5.717 -0.318 -3.229  0.43
H18 4.014 0.863 -1.173  0.39
H19 -1.095 1.284 1.641  0.53
H20 -1.468 1.535 -1.144  0.13
H21 -4.311 2.682 -1.225  0.40
H22 4.230 0.418 1.840  0.41
H23 -1.898 3.179 -1.625  0.40

Molecular formula: C71H108F21N12O21PS7
Method: DFT, the ωB97M-V functional and the def2-TZVPD basis

Properties
- Charge: +2
- E_HOMO: -10.0 eV
- DFT total energy: -10232.5179 hartree

Last column: Mulliken charge in e.
Cartesian coordinates (Å):
S1 1.267 3.895 3.491  0.98
S2 -4.227 -1.759 -1.661  0.98
S3 -3.833 -8.228 -1.630  1.06
S4 2.717 -2.569 -4.402  1.14
S5 3.341 -6.015 2.610  1.26
S6 5.028 0.655 3.329  1.10
S7 -3.195 -3.427 5.141  1.07
P1 4.333 6.872 -2.461  -0.07
F1 -3.926 -5.536 3.669  -0.22
F2 2.876 -0.527 -2.596  -0.17
F3 -4.443 0.952 -1.625  -0.29
F4 2.193 -6.860 4.807  -0.26
F5 -3.281 -5.496 -1.575  -0.09
F6 5.000 0.950 0.600  -0.23
F7 -0.395 4.947 1.724  -0.22
F8 3.863 -5.688 5.250  -0.23
F9 5.525 2.770 1.789  -0.21
F10 -1.509 -6.723 -2.166  -0.20
F11 3.242 -2.523 -1.773  -0.21
F12 1.250 -1.891 -2.190  -0.09
F13 -2.413 0.160 -1.595  0.06
F14 -5.311 -5.092 5.290  -0.19
F15 1.696 5.754 1.597  -0.21
F16 3.454 2.057 1.802  -0.22
F17 4.107 -7.767 4.547  -0.20
F18 1.221 3.751 0.837  -0.10
F19 -2.199 -6.691 -0.083  -0.19
F20 -3.615 0.221 -3.449  -0.23
F21 -5.263 -3.851 3.488  -0.23
O1 2.751 4.089 3.794  -0.68
O2 2.647 -7.116 2.019  -0.71
O3 4.003 -2.106 -4.876  -0.63
O4 0.469 4.675 4.441  -0.67
O5 4.090 -0.435 3.136  -0.54
O6 -2.238 -3.327 4.058  -0.43
O7 2.526 -4.011 -4.183  -0.65
O8 -3.917 -8.350 -3.118  -0.69
O9 4.716 -5.752 2.188  -0.73
O10 4.752 1.566 4.427  -0.66
O11 2.619 -4.756 2.583  -0.55
O12 -5.630 -1.865 -2.085  -0.65
O13 -4.115 -1.868 -0.193  -0.32
O14 1.551 -2.045 -5.205  -0.70
O15 -3.325 -2.663 -2.411  -0.66
O16 -5.145 -7.955 -1.067  -0.52
O17 -3.057 -9.309 -0.953  -0.64
O18 -3.850 -2.157 5.459  -0.77
O19 6.408 0.170 3.306  -0.73
O20 -2.675 -4.166 6.282  -0.64
O21 0.847 2.512 3.501  -0.40
N1 -3.113 0.719 2.435  0.84
N2 -3.773 2.560 1.410  0.64
N3 -0.890 -2.955 1.138  1.03
N4 0.533 -1.261 1.056  1.48
N5 1.303 -2.304 6.035  0.40
N6 0.880 -13.766 -2.092  0.02
N7 -8.866 -4.126 -0.931  0.26
N8 -1.767 6.771 -2.303  0.45
N9 -2.590 3.440 6.991  0.07
N10 1.988 -6.796 -0.903  0.58
N11 -6.885 -4.865 -0.076  0.27
N12 -2.185 4.599 -2.416  0.49
C1 -1.117 1.059 6.532  0.74
C2 -2.710 9.004 -1.786  -1.24
C3 -2.471 5.833 -3.043  -0.30
C4 3.212 4.263 -1.979  -0.73
C5 2.276 -5.359 -0.715  -1.37
C6 -11.312 -3.835 -1.462  -1.48
C7 -1.791 8.146 -2.650  -0.17
C8 -0.306 -0.126 6.394  1.25
C9 1.832 -1.107 5.784  -0.62
C10 -7.647 -3.745 -0.405  -0.59
C11 6.009 6.945 -1.637  -1.06
C12 0.183 -3.307 1.871  -0.94
C13 0.706 -15.251 -2.228  -0.94
C14 2.341 -12.003 -1.437  -0.71
C15 -7.701 -5.940 -0.378  -0.30
C16 -3.617 0.029 -2.133  0.31
C17 0.531 -8.617 -0.697  -0.70
C18 3.284 5.748 -1.498  -0.39
C19 -0.941 6.139 -1.383  -1.20
C20 1.297 -11.094 -1.330  0.96
C21 1.131 -2.274 1.827  -2.22
C22 3.605 8.560 -2.370  -1.70
C23 4.750 1.689 1.751  0.53
C24 -0.165 -12.911 -2.090  -0.35
C25 2.230 9.967 -5.056  -1.67
C26 4.761 6.473 -4.153  -1.55
C27 0.920 4.652 1.758  0.46
C28 -3.057 -0.632 2.851  -0.93
C29 8.242 5.734 -1.607  -0.92
C30 2.128 4.098 -3.047  0.99
C31 2.148 -3.461 5.818  -1.42
C32 -2.629 2.825 2.183  -1.74
C33 -0.687 -1.674 0.700  -0.81
C34 -5.701 4.060 1.133  -1.42
C35 -2.157 1.683 2.766  -0.60
C36 -3.358 4.673 7.295  -0.98
C37 3.448 -6.658 4.435  0.44
C38 -3.264 2.292 6.879  -0.38
C39 1.221 0.012 0.670  -0.69
C40 -4.529 3.435 0.462  0.31
C41 0.817 -7.254 -0.491  -0.49
C42 -2.101 -3.849 0.840  -0.40
C43 5.563 7.580 -4.951  -0.48
C44 -2.541 1.097 6.630  -0.59
C45 2.110 -13.358 -1.761  -0.28
C46 -4.092 1.253 1.618  -0.52
C47 1.900 8.643 -4.307  0.02
C48 0.073 -2.483 6.525  -0.24
C49 -2.610 -6.679 -1.367  0.35
C50 -2.635 3.368 -2.886  -1.06
C51 -5.493 -4.778 0.241  0.09
C52 -0.699 -1.389 6.828  -0.82
C53 8.921 6.168 -2.910  -1.05
C54 0.048 -11.577 -1.666  -0.72
C55 6.991 7.959 -7.095  -1.31
C56 2.102 8.652 -2.797  0.60
C57 6.713 5.598 -1.545  -0.19
C58 -0.534 2.343 6.629  -0.53
C59 -1.235 3.472 6.897  -0.42
C60 0.448 0.928 -0.264  0.25
C61 -4.572 -4.582 4.373  0.46
C62 2.855 -7.560 -1.527  -0.31
C63 2.472 -1.818 -2.618  0.30
C64 2.202 2.770 -3.746  -1.75
C65 -9.904 -3.218 -1.422  -0.17
C66 1.521 -9.545 -1.219  0.62
C67 0.994 -0.002 5.869  -0.95
C68 6.146 6.945 -6.253  -0.51
C69 2.654 -8.938 -1.720  -0.90
C70 -8.910 -5.522 -0.906  -0.63
C71 -1.247 4.803 -1.410  -0.66
H1 -0.719 -10.836 -1.834  0.55
H2 -0.842 3.971 -0.854  0.89
H3 -1.289 1.552 3.395  1.06
H4 -2.954 -3.474 1.407  -0.61
H5 -2.594 10.079 -1.929  0.42
H6 -3.764 4.193 0.297  -0.08
H7 -1.893 -4.850 1.217  0.10
H8 -3.051 6.036 -3.932  0.50
H9 5.178 5.467 -4.120  1.05
H10 2.734 -1.183 5.195  0.46
H11 -3.120 0.186 6.635  0.41
H12 1.353 0.482 1.644  0.24
H13 -3.294 4.704 8.383  0.37
H14 6.565 8.958 -6.991  0.34
H15 1.076 1.707 -0.694  -0.60
H16 2.251 -0.187 0.375  0.28
H17 1.611 10.791 -4.702  0.43
H18 1.375 0.892 5.399  0.33
H19 0.867 8.359 -4.508  0.44
H20 9.988 5.961 -2.987  0.40
H21 2.496 7.888 -4.819  0.04
H22 -7.238 -6.884 -0.131  0.58
H23 3.800 8.865 -1.342  0.69
H24 0.068 0.276 -1.051  0.75
H25 2.290 6.186 -1.413  -0.33
H26 -0.752 4.426 7.050  0.48
H27 -0.447 1.325 0.216  -0.35
H28 0.971 -15.724 -1.283  0.36
H29 1.538 -4.820 -0.122  -0.15
H30 -6.143 4.814 0.482  0.42
H31 -2.860 5.517 6.817  0.35
H32 -3.758 8.782 -1.983  0.34
H33 4.148 3.885 -2.391  0.60
H34 -9.787 -6.042 -1.262  0.43
H35 -0.282 -3.490 6.684  0.60
H36 2.196 4.899 -3.784  0.54
H37 3.361 -11.666 -1.326  0.47
H38 8.064 8.028 -6.916  0.31
H39 -9.887 -2.214 -0.998  0.42
H40 0.539 2.443 6.696  0.55
H41 -4.324 2.431 7.030  0.53
H42 -3.722 -0.685 3.713  0.82
H43 3.692 -7.032 -1.961  0.56
H44 -12.039 -3.107 -1.822  0.39
H45 -4.948 0.754 1.188  0.60
H46 -4.330 4.531 6.824  0.34
H47 8.463 5.577 -3.703  0.22
H48 -1.951 2.621 -2.483  0.04
H49 6.693 7.611 -2.165  0.67
H50 2.097 1.957 -3.029  0.20
H51 -6.489 3.325 1.299  0.38
H52 -2.450 8.826 -0.743  0.31
H53 -5.237 -5.818 0.442  0.12
H54 3.683 5.751 -0.483  0.81
H55 1.132 4.228 -2.624  -0.76
H56 -0.233 6.755 -0.849  0.82
H57 1.731 9.614 -2.444  0.78
H58 8.836 7.216 -3.197  0.30
H59 -3.482 -1.457 2.278  -0.06
H60 3.214 2.643 -4.131  0.42
H61 -0.775 8.538 -2.613  -0.17
H62 1.500 7.888 -2.306  -0.86
H63 0.252 -4.286 2.321  1.04
H64 6.438 4.961 -2.386  0.19
H65 -3.681 3.256 -2.604  0.43
H66 3.845 6.320 -4.723  0.96
H67 4.834 8.375 -5.107  0.17
H68 3.216 -5.339 -0.165  0.43
H69 -2.244 -3.946 -0.236  0.71
H70 -1.684 -1.641 7.194  0.69
H71 3.248 10.354 -5.007  0.28
H72 1.552 2.674 -4.616  0.43
H73 -1.065 -13.384 -2.455  0.42
H74 5.479 6.496 -6.988  0.35
H75 8.609 4.718 -1.461  0.42
H76 8.599 6.308 -0.752  0.36
H77 -2.036 -0.929 3.094  0.07
H78 -2.600 3.316 -3.974  0.46
H79 2.768 -3.728 6.673  0.41
H80 3.012 3.616 -1.124  0.27
H81 0.269 -6.619 0.188  0.84
H82 -9.626 -3.069 -2.465  0.27
H83 -0.330 -9.031 -0.192  0.70
H84 -4.979 -4.383 -0.635  -0.06
H85 6.360 7.806 -4.244  0.29
H86 -0.284 -15.472 -2.626  0.31
H87 1.648 -4.394 5.559  0.43
H88 2.764 -3.269 4.939  0.30
H89 -11.484 -4.563 -2.255  0.41
H90 2.067 -2.021 2.302  1.24
H91 2.857 -14.133 -1.847  0.47
H92 2.326 -4.917 -1.711  0.70
H93 -7.207 -2.759 -0.437  0.46
H94 6.726 6.096 -5.890  0.35
H95 -2.090 8.136 -3.698  0.46
H96 -5.469 4.490 2.107  0.31
H97 -2.177 3.800 2.072  0.93
H98 -11.740 -4.202 -0.529  0.37
H99 -5.422 -4.086 1.080  0.09
H100 6.418 5.080 -0.633  0.33
H101 1.360 -15.564 -3.042  0.40
H102 3.435 -9.535 -2.166  0.42
H103 4.220 9.268 -2.926  0.60
H104 5.787 7.327 -0.641  0.72
H105 -1.464 -1.158 0.156  0.40
H106 6.927 7.772 -8.166  0.37
H107 -4.786 2.923 -0.465  0.08
H108 1.882 10.030 -6.087  0.43

- The highest DFT total energy belongs to which entry?
  C4H5ClS

- Among the records above, which one has the lowest DFT total energy?
  C71H108F21N12O21PS7

- Number 1 is which compound?
  C4H5ClS

- Which formula does entry 2 have?
  C16H23N3O4S